Molecular formula: C27H27BrGdN6O6
Method: DFT, the ωB97M-V functional and the def2-TZVPD basis

Calculated values
* <S²>: 15.848
* charge: +1
* gap between HOMO and LUMO (spin up / spin down): 6.4949 / 7.5028 eV
* strongest force on any atom: 2.04 eV/A
* 2S+1: 8
* HOMO (spin up / spin down): -10.95 / -10.96 eV

```
68
Properties=species:S:1:pos:R:3:forces:R:3:mulliken_charge:R:1
Gd 0.603242 -0.953522 -0.806750 0.7756 1.7179 0.2766 0.696
O -0.054694 1.489264 -3.114144 -0.4257 0.1385 0.1960 -0.336
C -0.695195 2.643085 -2.761459 -0.0910 0.1935 -0.0095 -0.263
C -0.699264 3.744455 -3.606688 0.0297 -0.2515 0.0870 -0.634
C -1.382094 4.888857 -3.233708 0.0080 0.0001 0.0843 -0.474
C -2.070359 4.943210 -2.031883 -0.0457 0.1320 0.0330 -0.799
C -2.040629 3.855586 -1.176219 0.0056 -0.1285 -0.0866 -0.276
C -1.349417 2.706597 -1.528234 0.0130 -0.3358 -0.0027 0.131
C -1.139704 1.569433 -0.545274 -0.0689 1.2305 1.0167 0.642
O -1.079385 0.314632 -1.057933 -0.7621 -0.2430 -0.4096 -0.719
N 0.189215 1.924762 0.096696 -0.2948 0.6299 -0.4740 -0.372
N 0.781986 0.944770 0.798546 0.3057 -0.1835 1.1416 -0.030
C 1.406277 1.198944 1.899507 -0.4447 0.3455 -0.8395 -0.144
C 2.155794 0.205518 2.604527 0.5956 -1.0722 0.1526 -0.036
Br 2.601632 -1.357559 1.481259 0.0139 0.7340 0.7950 -0.104
C 2.567645 0.239971 3.885622 -0.0286 -0.3461 -0.9678 -0.788
C 2.181024 1.214442 4.887914 -0.1217 0.5068 0.4377 0.597
C 3.064854 1.486189 5.942576 -0.1476 -0.0356 -0.2399 -0.490
C 2.702683 2.344916 6.961799 -0.0272 -0.0093 0.0421 -0.552
C 1.446976 2.935914 6.963090 0.0501 -0.0517 -0.0973 -0.450
C 0.571346 2.693316 5.915174 -0.0682 0.1317 0.1088 -0.650
C 0.928600 1.840121 4.888091 0.1253 -0.1709 0.0058 -0.388
H -0.493193 0.814211 -2.524530 0.4104 0.3377 -0.6732 0.479
H -0.176881 3.688007 -4.547605 0.0727 -0.0228 -0.1469 0.446
H -1.375826 5.748046 -3.885365 -0.0372 0.0749 -0.1139 0.409
H -2.626090 5.828214 -1.761022 0.0019 0.0678 0.0178 0.416
H -2.562314 3.901675 -0.230336 -0.0594 -0.0387 0.1235 0.410
H -1.902520 1.630061 0.264509 0.1382 -0.0441 -0.3560 0.227
H 0.174934 2.849333 0.536548 0.0377 -0.2755 -0.0861 0.371
H 1.443360 2.210258 2.307898 -0.1474 -0.0367 -0.0420 0.744
H 3.236475 -0.535960 4.227437 0.0768 -0.1673 -0.0335 0.434
H 4.041727 1.025405 5.950143 0.0734 -0.0999 0.0166 0.411
H 3.393328 2.539211 7.768313 0.0463 0.0078 0.0615 0.391
H 1.146297 3.562657 7.788742 -0.0063 0.1160 0.0123 0.396
H -0.402422 3.162429 5.913867 -0.0630 -0.0366 -0.0023 0.394
H 0.207290 1.601272 4.118965 -0.0530 -0.0122 -0.0003 0.591
C -2.721824 -1.148265 1.887188 -0.0903 0.0729 -0.0362 -0.993
C -1.897651 -2.302225 1.462388 -0.0230 0.3506 -0.1268 0.026
N -0.830494 -2.248823 0.675941 0.0260 -0.6028 -0.0126 0.360
C -0.414983 -3.558578 0.498889 -0.1074 -0.5722 0.2187 0.466
C -1.258975 -4.393061 1.198206 0.4450 -0.0054 -0.3777 -0.049
N -2.178256 -3.572880 1.790452 0.3382 0.0144 -0.1649 0.028
C -1.412744 -5.869700 1.412288 -0.0245 0.3800 0.0010 0.517
O -0.556847 -6.656395 0.821248 0.3031 -0.3533 -0.1413 -0.538
O -2.327701 -6.239206 2.107440 0.0752 -0.0355 -0.0535 -0.603
C 0.783588 -3.903053 -0.357466 -1.0445 -1.4756 0.9505 0.770
O 1.107048 -5.082972 -0.445100 0.2110 0.2932 -0.1717 -0.832
O 1.338588 -2.919125 -0.938096 0.6008 -0.9764 -0.2707 -0.637
H -2.220111 -0.219017 1.626199 -0.0157 -0.0391 0.0228 -0.106
H -2.910179 -1.177775 2.958742 0.0139 0.0456 0.0515 0.447
H -3.684537 -1.181327 1.375122 -0.0194 0.0865 0.0057 0.310
H -2.922448 -3.939850 2.371654 0.0180 0.0627 -0.0277 0.254
H 0.160251 -6.177184 0.302387 -0.3950 0.1747 0.2530 0.452
C 1.570473 -0.177797 -6.719293 0.1090 0.1463 -0.0820 -1.308
C 1.076202 -0.741314 -5.443390 -0.2324 -0.3217 0.3607 0.844
C -0.006679 -1.561442 -5.180780 0.1608 0.1479 0.1540 -1.327
C -0.042754 -1.724526 -3.794225 0.3445 0.2235 -0.2177 1.041
N 0.975929 -1.056061 -3.227221 -0.2391 -0.2029 -0.1712 0.024
N 1.639874 -0.479567 -4.252553 0.0758 0.0223 -0.0560 -0.288
C -1.032181 -2.505694 -2.990002 0.2641 0.0067 0.1442 -1.117
H 1.078861 -0.658565 -7.559482 -0.0319 -0.0164 -0.0088 0.350
H 2.643542 -0.310854 -6.831416 0.1053 -0.0260 -0.0006 0.358
H 1.355694 0.889720 -6.759337 -0.0080 0.0493 -0.0590 0.274
H -0.680894 -1.983910 -5.895834 -0.1638 -0.0609 -0.1785 0.440
H 2.435813 0.120761 -4.091278 -0.2234 -0.0900 0.1167 0.215
H -1.846884 -2.825910 -3.636629 -0.0615 0.0734 0.1412 0.453
H -1.461488 -1.891874 -2.176837 -0.1010 -0.2887 -0.2524 0.250
H -0.552932 -3.401254 -2.579277 -0.1974 0.1141 -0.0386 0.236
```
Forces are in eV/Å.

Molecular formula: C27H27BrIrN7O2SSe2
Method: DFT, the ωB97M-V functional and the def2-TZVPD basis

Calculated values
* <S²>: 8.802
* charge: +3
* gap between HOMO and LUMO (spin up / spin down): 6.3296 / 3.6283 eV
* strongest force on any atom: 0.94 eV/A
* energy above the lowest of the compared OMol25 structures with the same formula, charge and spin: 0.00 kJ/mol
* 2S+1: 6
* HOMO (spin up / spin down): -15.09 / -15.10 eV

```
68
Properties=species:S:1:pos:R:3:forces:R:3:nbo_charge:R:1
Ir -1.578224 0.446438 0.434104 0.2232 0.2779 0.6445 1.052
O -1.155771 -3.337662 -1.051734 0.0182 0.0320 -0.0652 -0.597
C 0.007792 -3.821139 -1.037918 0.1369 0.0481 -0.0526 0.421
C 0.327987 -5.003395 -1.799117 -0.0231 0.0120 0.0257 -0.172
C 1.566542 -5.571406 -1.711446 0.0168 -0.0147 -0.0335 -0.201
C 2.542429 -5.000563 -0.881533 0.0143 0.0008 0.0222 -0.077
C 2.274582 -3.825470 -0.147554 0.0130 0.0073 -0.0379 -0.135
C 1.059256 -3.213347 -0.231901 -0.2238 -0.1403 0.1812 -0.114
C 0.776224 -1.942052 0.535601 0.5350 0.1741 0.2414 0.235
O -0.586100 -1.765510 0.856485 -0.3433 -0.0058 -0.2318 -0.775
N 1.207689 -0.808523 -0.269979 -0.5655 -0.0801 -0.7446 -0.475
N 0.868019 0.416536 0.275566 -0.0533 -0.0622 0.1493 -0.347
C 1.735579 1.354988 0.180724 0.0977 -0.0322 0.2037 0.060
C 1.548670 2.706737 0.631360 0.0275 0.0352 -0.2120 -0.216
Br -0.204923 3.162944 1.211439 -0.0966 -0.0349 -0.0497 0.109
C 2.466675 3.693790 0.604362 0.0298 0.0377 -0.0533 -0.051
C 3.901648 3.618940 0.392328 -0.0062 0.0318 -0.0477 -0.160
C 4.542872 4.797515 -0.006332 -0.0009 0.0465 -0.1597 -0.137
C 5.905682 4.815958 -0.245672 -0.0649 0.0156 0.0195 -0.196
C 6.652595 3.664969 -0.045009 0.0720 -0.0044 -0.0066 -0.141
C 6.040789 2.499471 0.402153 -0.0392 -0.0170 0.0195 -0.221
C 4.676314 2.473696 0.620015 0.0032 -0.0550 0.0820 -0.132
H -1.075546 -2.302395 0.163534 0.0613 -0.0322 0.0134 0.519
H -0.456679 -5.425951 -2.412680 -0.0117 -0.0125 0.0217 0.247
H 1.797017 -6.468920 -2.268900 0.0050 -0.0013 0.0057 0.258
H 3.511650 -5.471998 -0.790235 0.0049 0.0098 -0.0133 0.247
H 3.047994 -3.421733 0.496163 0.0056 0.0020 -0.0023 0.226
H 1.327787 -1.958826 1.484759 -0.1087 -0.0565 0.0431 0.178
H 2.159833 -0.887248 -0.612274 0.0820 0.0748 0.1398 0.379
H 2.690104 1.146073 -0.301320 0.0301 0.0470 0.0542 0.217
H 2.079438 4.698239 0.746560 0.0792 0.0021 0.1978 0.241
H 3.956615 5.697576 -0.147552 0.0270 0.0157 0.0091 0.224
H 6.388041 5.727169 -0.570720 -0.0110 0.0107 0.0126 0.245
H 7.722207 3.681501 -0.205833 -0.0029 -0.0002 -0.0099 0.242
H 6.641137 1.623982 0.608313 -0.0166 -0.0137 -0.0028 0.234
H 4.226168 1.585356 1.045001 0.0365 0.0038 0.0191 0.190
N -1.485111 0.421584 2.851491 0.0681 -0.0895 -0.0454 -0.634
N -2.476171 1.196573 3.462780 -0.0017 -0.0120 -0.0368 -0.425
C -3.366909 1.906878 2.753565 -0.0171 -0.0077 0.1102 0.340
N -4.243708 2.627703 3.434238 0.0020 -0.0088 -0.0476 -0.727
S -3.436014 1.924728 1.042574 0.0525 -0.0626 -0.2136 -0.176
H -1.551807 -0.536711 3.179613 0.0110 0.0048 0.0367 0.396
H -0.567384 0.788382 3.092919 -0.0073 0.0471 -0.0275 0.405
H -2.467570 1.261804 4.472077 0.0146 0.0151 0.0033 0.413
H -4.266933 2.661974 4.443006 0.0075 0.0099 0.0022 0.426
H -4.921371 3.182791 2.934866 -0.0005 0.0087 0.0058 0.445
Se -4.418633 -0.035134 -1.545872 0.2819 0.1091 -0.2165 0.552
Se -2.883799 -1.342927 -2.612584 -0.0590 -0.0341 0.3324 0.617
C -1.615306 0.041832 -2.936959 0.0718 0.0964 -0.3068 -0.030
C -1.120546 0.153672 -4.225349 -0.0664 -0.0013 0.0228 -0.213
C -0.254933 1.204072 -4.506644 0.0030 0.0511 0.0385 -0.113
C 0.037173 2.096158 -3.492655 -0.0442 -0.0358 -0.0111 -0.202
C -0.488122 1.877017 -2.223131 0.0251 0.0641 -0.0221 0.070
N -1.281377 0.847692 -1.921076 -0.1165 -0.0771 -0.0497 -0.519
C -4.506515 -1.248862 -0.067514 -0.3525 -0.2477 0.0822 0.001
C -5.632927 -2.024464 0.129144 -0.0073 0.0616 -0.0134 -0.232
C -5.613170 -2.937908 1.177887 0.0771 -0.0075 0.0241 -0.110
C -4.471305 -3.023873 1.954898 -0.0245 0.0552 -0.0280 -0.193
C -3.398811 -2.184448 1.675941 -0.1144 0.0359 0.1127 0.044
N -3.409091 -1.291756 0.684527 0.1505 -0.2293 -0.1408 -0.518
H -1.430785 -0.539482 -4.996126 0.0158 0.0108 -0.0098 0.258
H 0.144594 1.335616 -5.503158 0.0029 -0.0044 0.0001 0.264
H 0.659553 2.962276 -3.669074 0.0172 -0.0074 0.0148 0.261
H -0.273644 2.565899 -1.418403 0.0356 -0.0269 0.0141 0.224
H -6.491736 -1.930108 -0.521468 -0.0060 -0.0104 0.0118 0.263
H -6.466538 -3.575577 1.365596 -0.0047 0.0074 0.0075 0.265
H -4.399959 -3.729604 2.770604 0.0012 -0.0068 -0.0039 0.260
H -2.493229 -2.241544 2.263509 0.0333 -0.0297 -0.0287 0.214
```
Forces are in eV/Å.

Question: What is the strongest force on any atom in the first record?
Answer: 2.04 eV/A